Below is a structure of composition C18H17F3N2O2 at a distorted geometry, with properties calculated with ωB97M-V/def2-TZVPD.

The geometry in XYZ format:
```
42
Properties=species:S:1:pos:R:3:forces:R:3
O -1.005 1.431 0.537 4.349 1.300 -2.207
C 0.187 1.505 0.044 -3.777 -4.743 4.004
N 0.965 0.365 0.067 1.293 -2.045 1.823
C 0.750 -0.814 0.883 2.142 -1.589 2.062
C 1.809 -1.245 1.853 -13.853 -6.652 -2.568
C 1.286 -2.317 2.849 -4.795 2.384 -6.759
C 0.004 -2.863 2.832 -0.720 -1.198 -6.044
C -0.797 -2.616 1.537 -1.759 -0.548 4.683
C -0.448 -1.629 0.658 0.083 2.168 -0.907
N -1.260 -1.205 -0.394 -3.022 -3.573 6.259
C -2.857 -1.694 -0.380 5.759 6.494 -2.633
H -3.104 -1.463 0.583 -1.229 1.053 2.303
C -3.184 -0.624 -1.460 -9.213 -6.810 -0.315
H -4.560 -0.873 -1.444 3.416 0.825 -0.316
O -2.849 -1.069 -2.809 -5.045 3.672 3.196
C -1.639 -1.446 -2.627 7.918 1.287 -6.063
H -1.490 -2.425 -2.614 0.098 -4.847 0.720
C -0.758 -0.806 -1.561 -2.506 1.579 -4.951
H -0.841 0.234 -1.928 0.549 0.480 1.188
H 0.175 -1.186 -1.670 3.044 -0.753 -0.865
H -1.137 -1.258 -3.777 -0.424 -0.123 2.776
H -3.324 0.294 -1.060 1.200 3.539 0.213
H -3.029 -2.655 -0.567 -0.360 -3.945 -1.353
H -1.940 -3.031 1.649 3.178 0.831 -0.939
H -0.290 -3.928 3.076 0.706 1.688 1.326
C 2.183 -2.785 3.705 2.799 -7.513 5.281
F 3.251 -3.589 3.311 -1.658 -1.648 -1.174
F 2.835 -1.910 4.207 4.305 7.872 4.351
F 1.615 -3.454 4.943 0.419 0.407 -2.899
H 2.508 -0.711 2.098 7.871 5.618 2.280
H 1.983 0.403 -0.011 -0.577 0.943 -0.620
C 0.924 2.537 -0.543 -5.190 3.401 -3.734
C 2.100 2.977 -0.320 7.530 -0.445 4.317
C 2.758 4.160 -0.857 -8.950 -1.398 -2.659
C 1.875 4.913 -1.645 -5.105 -11.268 4.644
C 0.305 4.477 -1.939 10.219 1.283 1.982
C 0.086 3.349 -1.399 -7.377 -3.282 2.843
H -1.219 3.227 -1.206 3.943 -0.678 -0.914
H -0.195 5.128 -2.468 -3.017 2.925 -2.425
H 2.082 5.675 -2.062 3.254 10.173 -5.182
H 3.615 4.568 -0.663 5.117 1.510 1.464
H 2.633 2.352 0.569 -0.615 1.624 -2.189
```
Positions in Å, forces in eV/Å.

* LUMO energy: -0.17 eV
* E_tot: -34154.734 eV
* molar mass: 350.34 u
* frontier orbital gap: 8.0 eV

Atomic partial charges in e from the Mulliken method, atoms 1 to 2: number 1, O, carries -0.63; number 2, C, carries 0.53